{"formula": "C2H6BrIO2Si", "method": "ωB97M-V/def2-TZVPD", "species": ["C", "C", "O", "O", "Si", "Br", "I", "H", "H", "H", "H", "H", "H"], "coordinates": [[-0.1745, 0.0389, 2.6538], [-0.7108, -0.2272, -2.5109], [-0.4557, -0.0787, 1.1990], [-0.2761, -0.8102, -1.3255], [0.4707, -0.1771, -0.1095], [1.4198, 2.6123, -0.5853], [2.4151, -1.5243, 0.2941], [0.7367, -0.6302, 2.8012], [-1.2072, -0.0791, 3.0747], [0.3469, 1.0215, 2.8309], [-0.5352, -0.8142, -3.4092], [-0.1973, 0.8230, -2.5373], [-1.8325, -0.1546, -2.3759]], "orbital_gap_ev": 8.50, "e_above_lowest_kcal_mol": 34.9, "charge": 0}